(1)
Here is a molecular structure, C39H41BN10OPSeTi from OMol25. Energies are from wB97M-V/def2-TZVPD.

XYZ file:
```
95
C39H41BN10OPSeTi wB97M-V/def2-TZVPD
Ti 0.91 -0.44 0.34
C 1.91 -3.57 0.26
N 1.82 -2.28 -0.47
C 1.73 -2.40 -1.78
C 1.39 -1.28 -2.56
C 0.82 -1.20 -3.86
C 0.00 -0.07 -3.89
C 0.14 0.57 -2.69
N 0.94 -0.15 -1.82
C 3.29 -4.16 0.47
C 3.51 -5.50 0.08
C 4.82 -6.04 -0.04
C 5.89 -5.29 0.44
C 5.61 -4.08 1.09
C 4.34 -3.54 1.12
H 1.35 -4.37 -0.25
H 1.41 -3.39 1.22
H 2.03 -3.30 -2.28
H 1.11 -1.84 -4.69
H -0.60 0.23 -4.77
H -0.30 1.54 -2.35
H 2.65 -6.01 -0.34
H 4.95 -7.05 -0.41
H 6.91 -5.66 0.44
H 6.31 -3.64 1.77
H 4.26 -2.59 1.62
B 3.29 0.77 3.00
N 2.19 -0.26 3.20
C 1.84 -0.56 4.43
C 0.62 -1.25 4.48
C 0.26 -1.37 3.12
N 1.21 -0.80 2.32
N 3.67 0.92 1.48
C 4.76 1.55 1.04
C 5.06 1.14 -0.27
C 4.03 0.21 -0.57
N 3.19 0.10 0.45
H 4.25 0.45 3.63
H 3.06 1.89 3.54
H 2.50 -0.35 5.29
H 0.16 -1.81 5.25
H -0.59 -1.86 2.61
H 5.41 2.10 1.74
H 5.79 1.46 -0.97
H 3.92 -0.40 -1.44
Se -1.51 3.31 3.66
N -0.71 4.61 2.64
C -0.06 4.08 1.62
C 0.73 4.78 0.64
C 1.38 3.98 -0.25
C 1.33 2.59 -0.13
N 0.64 1.87 0.74
C -0.08 2.54 1.69
N -0.61 2.02 2.77
H 0.77 5.84 0.76
H 2.01 4.36 -1.08
H 1.96 2.00 -0.80
C -2.25 6.10 -1.23
P -2.84 4.61 -2.10
C -3.96 3.77 -0.91
C -3.91 5.12 -3.51
O -1.63 3.79 -2.45
H -2.91 6.96 -1.39
H -1.28 6.31 -1.68
H -2.05 5.91 -0.18
H -3.41 2.88 -0.59
H -4.83 3.46 -1.47
H -4.22 4.47 -0.10
H -3.62 4.58 -4.42
H -3.60 6.11 -3.75
H -5.06 5.24 -3.46
N -0.78 -0.94 0.06
C -1.98 -1.31 -0.07
C -2.92 -1.36 1.10
C -3.84 -2.40 1.20
C -4.64 -2.42 2.32
C -4.52 -1.44 3.36
C -3.63 -0.40 3.23
C -2.81 -0.41 2.11
C -2.66 -1.54 -1.34
C -3.92 -1.01 -1.59
C -4.45 -1.03 -2.89
C -3.89 -1.92 -3.77
C -2.72 -2.59 -3.49
C -2.02 -2.32 -2.33
H -3.88 -3.20 0.46
H -5.24 -3.31 2.49
H -5.08 -1.62 4.28
H -3.48 0.40 3.93
H -2.04 0.31 2.01
H -4.42 -0.56 -0.70
H -5.36 -0.51 -3.12
H -4.46 -2.12 -4.69
H -2.42 -3.31 -4.27
H -0.96 -2.70 -2.26
```

Computed properties:
* <S²>: 2.062
* charge: -1
* HOMO-LUMO gap (alpha / beta): 0.185 / 0.278 Ha
* spin multiplicity: 3
* relative energy (zero: lowest compared OMol25 entry of this formula, charge and spin): 258.7 kJ/mol
* total energy: -156486.40860 eV


(2)
Here is a molecular structure, C39H42BBrCl3N2O3Pt from OMol25. Energies are from wB97M-V/def2-TZVPD.

XYZ file:
```
92
C39H42BBrCl3N2O3Pt wB97M-V/def2-TZVPD
Pt -1.12 -0.04 0.23
Cl -3.44 -4.89 5.27
C -3.30 -3.87 3.87
C -2.66 -2.65 3.97
C -2.55 -1.86 2.85
Cl -1.73 -0.35 2.95
C -3.05 -2.23 1.57
O -2.91 -1.52 0.52
C -3.72 -3.49 1.56
Cl -4.38 -4.04 0.06
C -3.84 -4.30 2.67
H -2.23 -2.33 4.91
H -4.34 -5.25 2.58
Br -3.41 7.03 -2.66
C -4.03 5.42 -1.82
C -5.36 5.35 -1.44
C -5.81 4.19 -0.83
C -4.93 3.15 -0.57
C -3.60 3.25 -0.96
C -3.14 4.39 -1.60
C -2.62 2.13 -0.64
O -1.97 1.62 -1.56
O -2.54 1.82 0.57
H -6.04 6.17 -1.63
H -6.85 4.10 -0.54
H -5.26 2.25 -0.07
H -2.11 4.46 -1.92
C 1.88 -3.96 -0.98
C 0.79 -4.08 0.09
C -0.56 -3.58 -0.42
C 1.14 -3.43 1.42
C 0.90 -4.22 2.54
C 1.17 -3.78 3.81
C 1.73 -2.53 3.97
C 1.98 -1.69 2.89
C 2.58 -0.34 3.24
C 3.87 0.03 2.51
C 1.54 0.77 3.09
C 1.65 -2.13 1.59
N 1.81 -1.25 0.49
B 0.86 -0.35 -0.13
N 1.63 0.28 -1.18
C 2.92 -0.22 -1.15
C 3.02 -1.14 -0.17
C 1.24 1.32 -2.06
C 0.86 1.08 -3.38
C 0.45 2.16 -4.16
C 0.39 3.44 -3.66
C 0.81 3.68 -2.36
C 1.25 2.64 -1.56
C 1.70 2.94 -0.15
C 2.77 4.04 -0.13
C 0.50 3.32 0.72
C 0.83 -0.27 -4.06
C 0.01 -1.31 -3.29
C 2.24 -0.81 -4.34
H 1.59 -4.55 -1.85
H 2.83 -4.33 -0.61
H 2.01 -2.93 -1.30
H 0.69 -5.15 0.29
H -0.58 -2.49 -0.51
H -1.34 -3.87 0.28
H -0.79 -4.02 -1.38
H 0.48 -5.21 2.40
H 0.97 -4.40 4.67
H 1.97 -2.18 4.97
H 2.84 -0.40 4.31
H 3.68 0.31 1.48
H 4.57 -0.80 2.52
H 4.33 0.88 3.01
H 1.15 0.80 2.08
H 1.99 1.73 3.33
H 0.70 0.59 3.77
H 3.69 0.15 -1.81
H 3.88 -1.73 0.10
H 0.15 1.99 -5.18
H 0.02 4.25 -4.27
H 0.79 4.69 -1.98
H 2.15 2.03 0.27
H 2.36 4.99 -0.47
H 3.60 3.77 -0.77
H 3.14 4.17 0.88
H -0.04 4.16 0.28
H 0.82 3.59 1.72
H -0.19 2.48 0.79
H 0.35 -0.12 -5.03
H 0.54 -1.65 -2.42
H -0.20 -2.16 -3.93
H -0.93 -0.87 -2.96
H 2.72 -1.14 -3.42
H 2.86 -0.04 -4.79
H 2.19 -1.66 -5.01
```

Computed properties:
* charge: -1
* HOMO-LUMO gap (alpha / beta): 0.244 / 0.239 Ha
* total energy: -161784.83986 eV


- Number 2 is which compound?
  C39H42BBrCl3N2O3Pt